A.
A 2-piece molecular cluster, C11H15N overall. Source: the Open Molecules 2025 dataset; level of theory: the ωB97M-V functional and the def2-TZVPD basis.

Geometry (Å):
C1 -2.15 -1.31 1.07
C2 -1.48 -0.22 0.27
C3 -2.12 0.37 -0.76
N1 -1.54 1.61 -1.02
C4 -0.40 1.69 -0.26
C5 0.55 2.69 -0.19
C6 1.61 2.54 0.70
C7 1.52 1.59 1.72
C8 0.55 0.59 1.69
C9 -0.36 0.59 0.64
H1 -1.53 -1.66 1.90
H2 -2.34 -2.23 0.50
H3 -3.05 -0.94 1.55
H4 -3.06 0.12 -1.24
H5 -1.59 2.16 -1.86
H6 0.47 3.64 -0.69
H7 2.47 3.20 0.64
H8 2.15 1.58 2.59
H9 0.50 -0.14 2.49
C10 1.50 -4.42 -1.82
C11 1.89 -3.07 -1.22
H10 1.07 -5.09 -1.09
H11 0.92 -4.28 -2.72
H12 2.40 -4.87 -2.25
H13 1.85 -3.14 -0.12
H14 1.16 -2.26 -1.33
H15 2.89 -2.72 -1.40

## Properties
Total charge   0
Frontier orbital gap   8.7 eV
2S+1   1

---

B.
C11H15N as an isolated structure. Source: the Open Molecules 2025 dataset; level of theory: the ωB97M-V functional and the def2-TZVPD basis.

Geometry (Å):
C1 -2.42 2.71 -0.62
C2 -3.31 2.38 0.37
C3 -1.39 1.74 -0.56
C4 -1.65 1.00 0.56
C5 -0.81 -0.08 0.88
C6 0.20 -0.13 -0.01
C7 -0.13 1.38 -1.21
C8 2.09 -1.10 1.31
C9 2.44 -0.86 -1.16
C10 0.71 -2.45 -0.23
C11 1.39 -1.07 -0.06
N1 -2.88 1.31 1.06
H1 -2.68 3.32 -1.45
H2 -4.13 2.93 0.82
H3 -1.00 -0.53 1.82
H4 -0.07 0.84 -2.21
H5 0.55 2.22 -1.16
H6 2.74 -1.89 1.48
H7 2.57 -0.11 1.57
H8 1.28 -1.24 2.14
H9 3.35 -1.53 -0.99
H10 2.83 0.10 -1.23
H11 2.15 -1.16 -2.15
H12 1.35 -3.42 -0.05
H13 0.23 -2.65 -1.23
H14 -0.32 -2.70 0.29
H15 -3.10 0.99 2.01

## Properties
Total charge   0
Frontier orbital gap   8.0 eV
2S+1   1

---

C.
A 2-piece molecular cluster, C11H15N overall. Source: the Open Molecules 2025 dataset; level of theory: the ωB97M-V functional and the def2-TZVPD basis.

Geometry (Å):
C1 1.41 -0.97 3.89
C2 1.16 -0.27 2.57
C3 1.22 1.08 2.42
N1 0.91 1.52 1.10
C4 0.82 0.41 0.33
C5 0.40 0.19 -0.97
C6 0.07 -1.08 -1.40
C7 0.18 -2.19 -0.50
C8 0.45 -1.99 0.77
C9 0.79 -0.73 1.24
H1 0.55 -1.44 4.37
H2 1.52 -0.27 4.67
H3 2.12 -1.78 3.79
H4 1.53 1.82 3.13
H5 0.90 2.42 0.81
H6 0.26 0.97 -1.65
H7 -0.23 -1.17 -2.45
H8 -0.03 -3.15 -1.08
H9 0.57 -2.73 1.59
C10 -3.17 1.11 -4.44
C11 -2.66 2.01 -3.37
H10 -2.41 0.77 -5.37
H11 -3.56 0.12 -4.10
H12 -3.89 1.60 -5.13
H13 -1.74 1.59 -2.89
H14 -2.43 2.90 -3.93
H15 -3.55 2.23 -2.69

## Properties
Total charge   0
Frontier orbital gap   8.9 eV
2S+1   1

---

Q: What are the energies relative to the best structure? A: A 0.0; B 67.2; C 24.9, in kcal/mol.

---

A.
A 2-piece molecular cluster, C11H15N overall. Source: the Open Molecules 2025 dataset; level of theory: the ωB97M-V functional and the def2-TZVPD basis.

Geometry (Å):
C1 3.35 -0.81 0.49
C2 2.30 -0.39 -0.38
C3 2.10 0.83 -0.96
N1 0.92 0.96 -1.59
C4 0.25 -0.25 -1.41
C5 -1.01 -0.60 -1.86
C6 -1.49 -1.81 -1.48
C7 -0.76 -2.71 -0.66
C8 0.50 -2.41 -0.25
C9 1.04 -1.11 -0.58
H1 4.18 -0.16 0.64
H2 3.77 -1.74 0.24
H3 2.82 -1.04 1.41
H4 2.73 1.74 -0.98
H5 0.50 1.86 -1.67
H6 -1.57 0.00 -2.50
H7 -2.44 -2.31 -1.78
H8 -1.13 -3.67 -0.41
H9 1.14 -3.13 0.19
C10 -1.74 2.54 2.14
C11 -2.64 1.71 1.23
H10 -1.73 3.60 1.87
H11 -1.92 2.38 3.16
H12 -0.71 2.11 2.11
H13 -2.56 2.12 0.19
H14 -3.65 1.65 1.53
H15 -2.27 0.64 1.30

## Properties
Total charge   0
Frontier orbital gap   8.6 eV
2S+1   1

---

B.
A 2-piece molecular cluster, C11H15N overall. Source: the Open Molecules 2025 dataset; level of theory: the ωB97M-V functional and the def2-TZVPD basis.

Geometry (Å):
C1 -2.51 -0.47 -1.83
C2 -1.69 0.07 -0.70
C3 -1.88 -0.17 0.61
N1 -1.03 0.62 1.37
C4 -0.24 1.35 0.52
C5 0.81 2.21 0.83
C6 1.57 2.72 -0.20
C7 1.27 2.32 -1.52
C8 0.20 1.52 -1.82
C9 -0.66 1.08 -0.79
H1 -1.89 -0.96 -2.58
H2 -3.07 0.33 -2.31
H3 -3.13 -1.25 -1.49
H4 -2.49 -0.80 1.24
H5 -0.91 0.64 2.37
H6 0.96 2.58 1.84
H7 2.27 3.53 -0.02
H8 1.85 2.74 -2.33
H9 -0.07 1.38 -2.86
C10 0.65 -2.84 1.11
C11 1.93 -2.03 1.37
H10 -0.21 -2.20 0.89
H11 0.75 -3.22 0.08
H12 0.68 -3.63 1.84
H13 2.02 -1.17 0.72
H14 1.95 -1.76 2.43
H15 2.87 -2.58 1.26

## Properties
Total charge   0
Frontier orbital gap   8.9 eV
2S+1   1

---

C.
A 2-piece molecular cluster, C11H15N overall. Source: the Open Molecules 2025 dataset; level of theory: the ωB97M-V functional and the def2-TZVPD basis.

Geometry (Å):
C1 -2.84 -0.43 -2.11
C2 -1.42 -0.36 -2.56
C3 -0.96 -0.37 -3.83
N1 0.41 -0.31 -3.82
C4 0.86 -0.23 -2.54
C5 2.18 -0.08 -2.09
C6 2.35 -0.03 -0.72
C7 1.29 -0.17 0.16
C8 0.00 -0.23 -0.34
C9 -0.28 -0.21 -1.70
H1 -2.92 -1.00 -1.18
H2 -3.54 -0.77 -2.86
H3 -3.20 0.58 -1.85
H4 -1.54 -0.28 -4.72
H5 0.93 -0.32 -4.68
H6 2.92 -0.24 -2.86
H7 3.36 -0.05 -0.33
H8 1.47 -0.25 1.22
H9 -0.81 -0.14 0.38
C10 0.49 -0.09 4.49
C11 -0.09 1.31 4.66
H10 1.40 -0.24 5.05
H11 -0.19 -0.93 4.57
H12 0.89 -0.16 3.47
H13 -0.33 1.53 5.70
H14 0.63 2.07 4.39
H15 -1.03 1.39 4.11

## Properties
Total charge   0
Frontier orbital gap   8.7 eV
2S+1   1

---

D.
A 2-piece molecular cluster, C11H15N overall. Source: the Open Molecules 2025 dataset; level of theory: the ωB97M-V functional and the def2-TZVPD basis.

Geometry (Å):
C1 1.45 0.88 -3.00
C2 0.07 1.28 -2.58
C3 -0.58 2.46 -2.79
N1 -1.82 2.44 -2.20
C4 -1.95 1.26 -1.48
C5 -2.96 0.90 -0.60
C6 -2.79 -0.28 0.09
C7 -1.70 -1.12 -0.21
C8 -0.63 -0.67 -0.96
C9 -0.76 0.54 -1.66
H1 2.07 0.68 -2.12
H2 1.96 1.63 -3.59
H3 1.38 -0.05 -3.57
H4 -0.22 3.36 -3.26
H5 -2.52 3.15 -2.27
H6 -3.71 1.65 -0.33
H7 -3.43 -0.51 0.94
H8 -1.65 -2.06 0.33
H9 0.24 -1.31 -0.96
C10 2.01 -1.25 3.25
C11 2.32 -2.28 4.36
H10 1.38 -1.62 2.45
H11 1.47 -0.38 3.64
H12 2.95 -0.94 2.80
H13 1.90 -2.09 5.34
H14 2.11 -3.28 3.98
H15 3.41 -2.41 4.41

## Properties
Total charge   0
Frontier orbital gap   8.8 eV
2S+1   1

---

Q: What are the energies relative to the best structure? A: A 11.6; B 4.0; C 0.0; D 1.5, in kcal/mol.

---

A.
A 2-piece molecular cluster, C11H15N overall. Source: the Open Molecules 2025 dataset; level of theory: the ωB97M-V functional and the def2-TZVPD basis.

Geometry (Å):
C1 -0.37 -0.97 -2.39
C2 -0.97 -1.01 -1.03
C3 -1.57 -2.18 -0.54
N1 -2.03 -1.95 0.71
C4 -1.86 -0.60 1.02
C5 -2.37 0.14 2.04
C6 -1.94 1.48 2.17
C7 -1.04 2.04 1.31
C8 -0.69 1.40 0.08
C9 -1.06 0.01 -0.04
H1 -0.39 -0.01 -3.00
H2 -0.94 -1.60 -3.14
H3 0.62 -1.43 -2.35
H4 -1.46 -3.15 -0.94
H5 -2.81 -2.35 1.25
H6 -3.04 -0.32 2.79
H7 -2.28 2.02 3.09
H8 -0.81 3.09 1.54
H9 0.01 2.15 -0.49
C10 3.71 0.79 -0.56
C11 2.55 0.15 0.02
H10 4.66 0.21 -0.55
H11 3.39 1.03 -1.57
H12 4.06 1.72 -0.16
H13 1.75 0.64 0.53
H14 2.88 -0.67 0.67
H15 1.99 -0.62 -0.48

## Properties
Total charge   0
Frontier orbital gap   8.5 eV
2S+1   1

---

B.
A 2-piece molecular cluster, C11H15N overall. Source: the Open Molecules 2025 dataset; level of theory: the ωB97M-V functional and the def2-TZVPD basis.

Geometry (Å):
C1 3.58 1.41 -1.62
C2 3.17 1.03 -0.23
C3 3.97 0.48 0.72
N1 3.21 0.05 1.81
C4 1.89 0.02 1.41
C5 0.75 -0.48 2.03
C6 -0.48 -0.17 1.49
C7 -0.54 0.66 0.36
C8 0.57 1.21 -0.25
C9 1.82 0.78 0.23
H1 2.87 1.08 -2.38
H2 4.58 1.03 -1.83
H3 3.61 2.50 -1.71
H4 5.04 0.58 0.80
H5 3.70 -0.60 2.41
H6 0.93 -1.23 2.78
H7 -1.35 -0.78 1.66
H8 -1.50 0.73 -0.13
H9 0.52 1.85 -1.12
C10 -4.52 -1.03 -0.05
C11 -4.47 -1.46 -1.52
H10 -3.81 -0.27 0.23
H11 -5.53 -0.71 0.14
H12 -4.37 -1.95 0.52
H13 -4.96 -2.42 -1.66
H14 -3.48 -1.41 -1.97
H15 -5.18 -0.88 -2.13

## Properties
Total charge   0
Frontier orbital gap   8.9 eV
2S+1   1

---

Q: What are the energies relative to the best structure? A: A 29.9; B 0.0, in kcal/mol.

---

A.
A 2-piece molecular cluster, C8H8N4O4 overall. Source: the Open Molecules 2025 dataset; level of theory: the ωB97M-V functional and the def2-TZVPD basis.

Geometry (Å):
O1 -1.09 -4.55 -1.78
C1 -0.59 -3.46 -1.65
C2 0.70 -3.14 -2.32
C3 1.10 -1.88 -2.34
N1 0.39 -0.88 -1.68
C4 -0.87 -1.16 -0.96
O2 -1.31 -0.25 -0.25
N2 -1.39 -2.40 -1.19
H1 1.22 -4.02 -2.80
H2 1.92 -1.38 -3.01
H3 0.83 -0.02 -1.45
H4 -2.20 -2.80 -0.75
O3 0.99 1.65 -0.84
C5 0.82 1.86 0.36
C6 1.72 1.27 1.36
C7 1.55 1.60 2.66
N3 0.48 2.34 3.04
C8 -0.55 2.83 2.15
O4 -1.61 3.36 2.46
N4 -0.23 2.61 0.86
H5 2.43 0.50 1.09
H6 2.29 1.25 3.33
H7 0.41 2.61 4.08
H8 -0.81 3.01 0.06

## Properties
Total charge   0
Frontier orbital gap   9.5 eV
2S+1   1

---

B.
A 2-piece molecular cluster, C8H8N4O4 overall. Source: the Open Molecules 2025 dataset; level of theory: the ωB97M-V functional and the def2-TZVPD basis.

Geometry (Å):
O1 1.61 -1.60 1.94
C1 2.10 -0.75 1.21
C2 1.83 0.73 0.77
C3 2.72 1.35 -0.15
N1 3.99 0.79 -0.50
C4 3.95 -0.67 -0.62
O2 4.82 -1.34 -1.05
N2 3.01 -1.29 0.18
H1 0.99 1.24 1.34
H2 2.44 2.42 -0.62
H3 4.56 1.32 -1.17
H4 3.17 -2.34 0.29
O3 -4.89 -1.76 -0.29
C5 -3.95 -0.99 -0.43
C6 -4.24 0.28 0.23
C7 -3.30 1.17 0.38
N3 -2.07 0.99 -0.11
C8 -1.62 -0.22 -0.35
O4 -0.43 -0.49 -0.62
N4 -2.61 -1.15 -0.67
H5 -5.21 0.60 0.59
H6 -3.52 2.12 0.73
H7 -1.23 1.67 -0.02
H8 -2.12 -2.07 -1.05

## Properties
Total charge   0
Frontier orbital gap   9.3 eV
2S+1   1

---

Q: What are the energies relative to the best structure? A: A 0.0; B 56.8, in kcal/mol.